[1]
# C3H11N2Pb

A molecular structure, C3H11N2Pb (ωB97M-V/def2-TZVPD, OMol25).

```
17
C3H11N2Pb (ωB97M-V/def2-TZVPD)
H 0.89768 0.51821 3.80587
H 0.12736 0.67186 -2.82870
H -1.36490 -0.46131 -2.07878
Pb 0.07482 -0.03136 -1.29793
C 0.00024 -0.00055 3.40142
N 0.01716 -0.02338 0.78767
H -0.89768 0.51823 3.80595
H 2.29808 -1.47714 -2.10613
H -1.83860 1.39918 -0.02508
C -1.09205 1.72822 -0.73637
H -1.51475 2.19240 -1.60504
H 1.02527 -1.96634 -3.01473
N 1.33016 -1.75759 -2.06804
H 1.24313 -2.59492 -1.51243
H 0.00009 -1.03658 3.80586
C -0.00074 0.00069 1.94300
H -0.30527 2.32039 -0.27655
```

- HOMO energy: -0.3 eV
- Energy above the lowest of the compared OMol25 structures with the same formula, charge and spin: 83.61 kcal per mole
- Gap between HOMO and LUMO: 3.5 eV
- Charge: -1
- Energy: -422.94634 Ha

Here are the Mulliken charges for atoms 1 to 2, given in e: H 0.2730; H -0.1525

---

[2]
# C3H11N2S

2 unconnected molecules or ions with the total composition C3H11N2S (ωB97M-V/def2-TZVPD, OMol25).

```
17
C3H11N2S (ωB97M-V/def2-TZVPD)
H -1.77864 -2.07158 -1.14242
N 0.03200 1.69342 -0.04720
H 2.30002 0.70087 -0.71913
C -1.22018 -1.14591 -1.05595
H -0.00318 -2.15252 2.54118
H 1.03486 3.37804 -0.48149
C -0.71576 -2.18366 1.72415
H 3.12909 2.22827 -0.70745
H -1.56585 -1.56785 2.01422
H -0.05533 0.72849 0.35994
S 0.06638 -1.38242 0.26483
H -0.82219 2.11377 -0.38689
C 1.15094 2.30596 -0.35744
H -1.14881 -3.14240 1.44646
H -0.76281 -0.85765 -1.99624
N 2.26248 1.70213 -0.69725
H -1.90302 -0.34696 -0.75933
```

- HOMO energy: -12.6 eV
- Energy above the lowest of the compared OMol25 structures with the same formula, charge and spin: 14.58 kcal per mole
- Gap between HOMO and LUMO: 8.9 eV
- Charge: +1
- Energy: -628.35393 Ha

Here are the Mulliken charges for atoms 1 to 2, given in e: H 0.3247; N -0.1735

---

[3]
# C3H11N2S

2 unconnected molecules or ions with the total composition C3H11N2S (ωB97M-V/def2-TZVPD, OMol25).

```
17
C3H11N2S (ωB97M-V/def2-TZVPD)
H 1.79359 0.22085 -3.13690
C 0.84909 0.19590 -2.60806
H -0.13774 1.21973 2.35303
N -1.94493 0.44036 3.17714
H -2.38257 1.32187 3.38906
H 0.65422 2.30547 -2.95026
H -0.69050 -1.60688 2.17107
H -0.63036 1.78896 -1.96571
H 2.02583 -1.65985 -1.70526
H 0.25940 -0.69458 1.08952
H -2.24911 -0.37400 3.68807
H 0.97949 1.91589 -1.30435
N -0.45141 -0.67980 1.81982
H 0.06782 -0.14084 -3.28984
S 0.94858 -0.99606 -1.23725
C -0.85127 0.40495 2.45336
C 0.41425 1.57642 -2.17492
```

- HOMO energy: -12.4 eV
- Energy above the lowest of the compared OMol25 structures with the same formula, charge and spin: 19.96 kcal per mole
- Gap between HOMO and LUMO: 8.2 eV
- Charge: +1
- Energy: -628.34534 Ha

Here are the Mulliken charges for atoms 1 to 2, given in e: H 0.3880; C -0.2860

---

[4]
# C3H11N2S2

A gas-phase ion, C3H11N2S2 (charge +1) (ωB97M-V/def2-TZVPD, OMol25).

```
18
C3H11N2S2 (ωB97M-V/def2-TZVPD)
N 1.05419 1.41628 -0.53381
S -2.36695 1.67297 -1.25047
H 1.51942 -1.19098 -0.57515
H -1.03109 -2.02434 1.06952
H -2.03228 2.35059 -2.49786
N -0.39084 0.92737 1.28547
H 1.57559 -1.00280 1.15791
C -0.10523 -2.27449 0.39143
H 0.43673 1.76076 -1.34832
H -0.49780 -2.43633 -0.61717
H -1.29346 1.26853 1.38642
C 0.91037 -1.01592 0.28842
H -0.26464 0.31757 2.14132
S -1.23985 0.01794 -1.19743
H 1.98844 0.92146 -0.82799
H 1.28558 2.11985 0.25183
H 0.39012 -3.12691 0.76913
C 0.06170 0.29845 0.10674
```

- HOMO energy: -13.5 eV
- Energy above the lowest of the compared OMol25 structures with the same formula, charge and spin: 36.72 kcal per mole
- Structure (SMILES): CC[C@@](N)([NH3+])SS
- Gap between HOMO and LUMO: 10.1 eV
- Charge: +1
- Energy: -1026.51154 Ha

Here are the Mulliken charges for atoms 1 to 2, given in e: N -0.3561; S -0.1767

---

[5]
# C3H11N2S2

2 unconnected molecules or ions with the total composition C3H11N2S2 (ωB97M-V/def2-TZVPD, OMol25).

```
18
C3H11N2S2 (ωB97M-V/def2-TZVPD)
S 1.28569 -1.52254 3.38797
H -2.09047 1.39095 -0.32340
N 0.35493 -0.00216 -3.21636
C 0.63079 -0.76906 1.86645
C -0.79135 0.23075 -2.28825
H -0.40644 -1.08770 1.75298
H 0.90282 0.59317 4.84859
H 1.24398 -1.13440 1.03934
H -1.64131 0.67522 -2.78321
H 1.01442 -0.63426 -2.76688
H 0.06020 -0.41071 -4.10770
H -0.84563 1.11103 0.80756
N -1.34044 0.79573 -0.00491
H 0.78273 0.90786 -3.40409
H 0.40148 -0.16502 -0.61609
C -0.52358 0.26406 -0.97318
S 0.15083 -0.54339 4.82061
H 0.81136 0.30047 1.96055
```

- HOMO energy (alpha / beta): -16.3 / -16.3 eV
- Energy above the lowest of the compared OMol25 structures with the same formula, charge and spin: 44.03 kcal per mole
- Multiplicity: 2
- Gap between HOMO and LUMO (alpha / beta): 8.7 / 4.7 eV
- Charge: +2
- Energy: -1026.07616 Ha

Here are the Mulliken charges for atoms 1 to 2, given in e: S 0.3670; H 0.2509

---

[6]
# C3H11N3

2 unconnected molecules or ions with the total composition C3H11N3 (ωB97M-V/def2-TZVPD, OMol25).

```
17
C3H11N3 (ωB97M-V/def2-TZVPD)
C 1.53482 0.44146 0.18276
H 1.84192 -0.19191 -1.85956
H 0.61121 -0.18847 0.25453
H -1.67442 -1.35979 -1.03393
N -1.71628 0.60329 -0.58109
H 1.00592 1.34085 -1.70136
H -2.64243 -1.57204 1.28035
C -1.59107 -1.35206 1.06021
H 2.31812 -0.19858 0.59721
H 2.75907 1.25810 -1.41467
C 1.81247 0.73299 -1.28660
H -1.01219 -2.27591 1.12802
N -1.41500 -0.77035 -0.25477
N -1.36339 1.54224 0.08773
H -0.80277 1.28898 0.95826
H -1.21435 -0.66167 1.81723
H 1.54838 1.36289 0.76567
```

- HOMO energy: -8.9 eV
- Energy above the lowest of the compared OMol25 structures with the same formula, charge and spin: 66.48 kcal per mole
- Structure (SMILES): [H]/N=N\NC.CC
- Gap between HOMO and LUMO: 9.9 eV
- Energy: -285.07189 Ha

Here are the Mulliken charges for atoms 1 to 2, given in e: C -0.5036; H 0.2709

---

[7]
# C3H11N3O

A single C3H11N3O molecule (ωB97M-V/def2-TZVPD, OMol25).

```
18
C3H11N3O (ωB97M-V/def2-TZVPD)
C -1.37964 1.05595 0.90510
H -1.59301 0.52663 1.83115
H 0.06212 -2.91824 -0.75077
H 0.66385 -0.63258 1.42178
H 1.39923 -1.76157 -0.62107
H 0.14951 -1.51823 -1.84526
H 2.39613 1.17686 0.08010
H 0.77048 1.78523 -0.97987
H -1.39347 -1.31716 0.09669
C 0.33512 -1.86550 -0.82369
N 0.94145 0.47613 1.13158
H -1.15693 2.09199 1.15239
C -0.17223 0.43870 0.20353
N 0.13517 1.00170 -1.07785
O 2.19706 0.29190 0.41151
N -0.40213 -1.10624 0.18358
H -2.26323 0.98868 0.27003
H -0.68948 1.28577 -1.58892
```

- HOMO energy: -8.5 eV
- Energy above the lowest of the compared OMol25 structures with the same formula, charge and spin: 83.27 kcal per mole
- Structure (SMILES): CN[C@](C)(N)NO
- Gap between HOMO and LUMO: 9.4 eV
- Energy: -360.30470 Ha

Here are the Mulliken charges for atoms 1 to 2, given in e: C -1.6646; H 0.3488

---

[8]
# C3H11N3O

A molecular structure, C3H11N3O (ωB97M-V/def2-TZVPD, OMol25).

```
18
C3H11N3O (ωB97M-V/def2-TZVPD)
H -1.84768 -0.47029 1.43698
C 1.78183 -1.28385 0.64218
H 2.61995 0.82332 -0.81987
H -0.66621 -1.08336 -1.12117
H -2.79997 1.54016 -0.73375
H 1.25376 -2.22627 0.80512
C 1.60998 0.86668 -0.36987
N 1.03769 -0.45117 -0.26388
H 0.99438 1.49853 -1.01519
N -1.64746 -0.75894 -1.01534
C -1.64526 0.04363 0.07422
H 1.72587 1.38278 0.60003
O -0.69379 -0.27135 0.96150
H 1.96254 -0.82175 1.62957
N -2.11193 1.33784 -0.02506
H -2.24992 1.82638 0.84576
H -2.09775 -0.42286 -1.85412
H 2.77394 -1.52949 0.22288
```

- HOMO energy (alpha / beta): -5.8 / -7.7 eV
- Energy above the lowest of the compared OMol25 structures with the same formula, charge and spin: 136.92 kcal per mole
- Gap between HOMO and LUMO (alpha / beta): 6.5 / 8.2 eV
- Energy: -360.21920 Ha

Here are the Mulliken charges for atoms 1 to 2, given in e: H 0.3336; C -0.9375

---

[9]
# C3H11N3O

A single C3H11N3O molecule (ωB97M-V/def2-TZVPD, OMol25).

```
18
C3H11N3O (ωB97M-V/def2-TZVPD)
H 3.26117 0.65896 0.43384
C 2.28189 0.34324 0.81630
C -0.23813 0.39763 -0.80754
H -0.20800 -2.08648 -1.23991
H -2.44940 0.34985 1.09398
H 0.01444 0.23607 -1.85212
C -0.11866 -0.73920 0.10404
N 1.57608 -0.49635 -0.12929
H 2.43614 -0.13918 1.78877
H -0.34671 -0.58360 1.15402
O -0.48818 -1.98742 -0.31901
H 2.05324 -1.37965 -0.29301
N -1.99018 0.44257 -0.91080
H -2.40230 -0.45273 -1.17856
H -0.06298 1.38231 -0.38478
H 1.72280 1.26811 1.00207
N -2.65325 0.91229 0.26223
H -2.38797 1.87357 0.45976
```

- HOMO energy: -7.7 eV
- Energy above the lowest of the compared OMol25 structures with the same formula, charge and spin: 107.04 kcal per mole
- Structure (SMILES): CN[C@H](O)CNN
- Gap between HOMO and LUMO: 8.6 eV
- Energy: -360.26683 Ha

Here are the Mulliken charges for atoms 1 to 2, given in e: H 0.2915; C -0.8326

---

[10]
# C3H11N3O

2 unconnected molecules or ions with the total composition C3H11N3O (ωB97M-V/def2-TZVPD, OMol25).

```
18
C3H11N3O (ωB97M-V/def2-TZVPD)
H -2.51549 0.82634 0.43430
N 0.05270 -0.89321 -0.17086
H -1.47747 0.20959 2.35789
H -1.15591 -1.57796 -1.67736
N -1.84375 0.44776 -0.22196
H 1.25207 2.14944 1.91131
H 1.07343 -2.79360 -1.42432
O 1.90337 2.80492 1.64237
H 1.53525 3.28857 0.90492
C -0.19696 -1.07869 -1.64058
H 0.03959 -0.26599 2.28623
H 1.83966 -1.58707 -2.42088
H 1.01051 -0.59610 -0.01425
C -0.79559 0.04067 0.42536
N -0.66663 0.25625 1.77981
H -0.12840 -0.09680 -2.10005
H 0.52071 -2.49763 -3.09039
C 0.86781 -2.01962 -2.17067
```

- HOMO energy: -9.3 eV
- Energy above the lowest of the compared OMol25 structures with the same formula, charge and spin: 21.93 kcal per mole
- Structure (SMILES): [H]/N=C(\N)NCC.O
- Gap between HOMO and LUMO: 10.0 eV
- Energy: -360.40246 Ha

Here are the Mulliken charges for atoms 1 to 2, given in e: H 0.2005; N -0.3940

---

[11]
# C3H11N3O

2 unconnected molecules or ions with the total composition C3H11N3O (ωB97M-V/def2-TZVPD, OMol25).

```
18
C3H11N3O (ωB97M-V/def2-TZVPD)
H 1.30147 1.00913 1.83894
N -0.28203 2.20991 0.98044
H -0.47630 2.47087 1.96238
N 0.21199 -1.40020 1.44926
H 0.91378 -1.61438 -1.94370
N -0.19531 -0.15833 -2.84925
H 0.93557 -1.43380 2.19396
C 0.27791 -1.43466 -2.83519
C -0.47933 -0.11534 1.47352
H -1.31289 -0.19118 0.75899
H -0.84381 0.02573 -3.61549
H -0.90416 0.15285 2.46444
H -0.34120 0.23924 -1.93437
H 0.96903 0.75116 0.09246
H -0.48380 -2.10899 1.77814
H 0.31773 2.95220 0.67152
C 0.49516 0.98320 1.07528
O -0.10381 -2.33742 -3.56132
```

- HOMO energy: -9.7 eV
- Energy above the lowest of the compared OMol25 structures with the same formula, charge and spin: 24.16 kcal per mole
- Structure (SMILES): NC=O.NCCN
- Gap between HOMO and LUMO: 10.6 eV
- Energy: -360.39890 Ha

Here are the Mulliken charges for atoms 1 to 2, given in e: H 0.3479; N -0.6021

---

[12]
# C3H11N3O

A molecular structure, C3H11N3O (ωB97M-V/def2-TZVPD, OMol25).

```
18
C3H11N3O (ωB97M-V/def2-TZVPD)
H -0.87193 -0.25618 1.30681
H -0.53547 0.77258 -0.89272
H 0.26698 -0.51636 -2.14757
H 2.04166 -0.73148 3.62061
C -1.46050 0.30612 -2.74742
H 2.16244 0.20270 1.38981
H -0.05883 1.35001 1.45622
H 1.20407 0.63566 3.56867
C 1.24874 -0.30794 1.76904
O 0.33814 0.32070 -0.28865
N -1.69633 0.93673 -1.59082
N -0.52053 -0.66496 -2.79727
C 0.05421 0.31339 1.08749
H -2.27937 0.00257 -1.15184
N 1.18987 -0.32780 3.24306
H 1.32501 -1.36288 1.47157
H -0.22022 -0.95393 -3.72209
H -2.18792 0.28108 -3.57489
```

- HOMO energy: -8.4 eV
- Energy above the lowest of the compared OMol25 structures with the same formula, charge and spin: 86.25 kcal per mole
- Gap between HOMO and LUMO: 8.3 eV
- Energy: -360.29996 Ha

Here are the Mulliken charges for atoms 1 to 2, given in e: H 0.2254; H 0.5993

---

[13]
# C3H11N4

2 unconnected molecules or ions with the total composition C3H11N4 (ωB97M-V/def2-TZVPD, OMol25).

```
18
C3H11N4 (ωB97M-V/def2-TZVPD)
H 2.10457 2.48799 0.26531
C 1.21138 2.04283 0.70364
H 2.44406 -1.39251 0.30946
H 1.52160 -1.94526 -1.18211
H 2.03012 0.54148 -1.14963
N 1.26297 0.10881 -0.70782
N -1.54168 -0.28085 1.03694
H -0.93246 0.46914 -1.06415
C 1.56001 -1.27890 -0.28989
H -3.24295 -1.08281 0.07992
N 0.79495 0.85889 0.41191
C -2.26153 -0.54967 -0.04599
H 0.67688 -1.58602 0.35133
N -1.86814 -0.09857 -1.16002
H -2.43287 -0.15747 -2.01224
H -0.51141 0.23426 0.80059
H -1.71083 -0.73409 1.99233
H 0.89533 2.36275 1.66040
```

- HOMO energy: -13.7 eV
- Energy above the lowest of the compared OMol25 structures with the same formula, charge and spin: 56.33 kcal per mole
- Gap between HOMO and LUMO: 10.6 eV
- Charge: +1
- Energy: -339.62990 Ha

Here are the Mulliken charges for atoms 1 to 2, given in e: H 0.2505; C -0.4175

---

[14]
# C3H11NO2

3 unconnected molecules or ions with the total composition C3H11NO2 (ωB97M-V/def2-TZVPD, OMol25).

```
17
C3H11NO2 (ωB97M-V/def2-TZVPD)
H -1.65463 -1.26508 0.72628
H 1.73488 -0.63581 1.99177
N 0.10075 1.58230 1.33410
H 1.66246 -3.61401 -3.45584
H -2.48170 0.52843 1.25473
C 0.69226 -0.73040 1.83969
C -0.22658 0.22042 1.51194
H 1.32988 -2.25865 -2.97376
C -1.58428 -0.05218 0.93565
H -0.80209 2.17189 1.55658
H -0.63497 2.57723 -1.52407
O -0.10184 2.27525 -2.27318
H 0.38759 -1.77292 1.76062
H 0.74589 2.03121 -1.85944
O 1.37465 -3.15036 -2.66733
H 0.88197 1.83205 1.98267
H -1.42426 0.26064 -0.14043
```

- HOMO energy (alpha / beta): 1.0 / -4.6 eV
- Energy above the lowest of the compared OMol25 structures with the same formula, charge and spin: 36.52 kcal per mole
- Multiplicity: 2
- Gap between HOMO and LUMO (alpha / beta): 2.4 / 8.0 eV
- Charge: -1
- Energy: -326.04200 Ha

Here are the Mulliken charges for atoms 1 to 2, given in e: H 0.3534; H 0.5967